No. 1
# C38H32AsCaN6O4S

C38H32AsCaN6O4S as an isolated structure at a distorted geometry (ωB97M-V with the def2-TZVPD basis set, the OMol25 dataset).

```
83
Properties=species:S:1:pos:R:3
Ca 0.7940 -0.0651 -0.7632
O 2.2876 -3.2581 -2.7752
C 2.2868 -2.4889 -1.7945
N 1.3864 -2.3274 -0.8453
C 0.2669 -3.1975 -0.7698
C 0.4592 -4.5674 -0.6259
C -0.6079 -5.4217 -0.4022
C -1.8925 -4.9063 -0.3226
C -2.1059 -3.5473 -0.4850
C -1.0476 -2.6706 -0.7239
N -1.2194 -1.2772 -0.8390
C -2.1791 -0.7958 -1.6109
O -3.0674 -1.3903 -2.2433
C -2.1408 0.7313 -1.8142
C -3.2952 1.3747 -2.2501
C -3.2536 2.7380 -2.4722
C -2.0588 3.4175 -2.2799
C -0.9511 2.6949 -1.8694
N -0.9961 1.3878 -1.6342
C 3.5005 -1.5530 -1.6489
C 4.7255 -1.9681 -2.1628
C 5.8270 -1.1466 -1.9962
C 5.6657 0.0655 -1.3428
C 4.4000 0.4155 -0.8963
N 3.3413 -0.3703 -1.0519
H 1.4705 -4.9471 -0.6834
H -0.4345 -6.4843 -0.2854
H -2.7347 -5.5630 -0.1417
H -3.1063 -3.1389 -0.4495
H -4.1816 0.7781 -2.4031
H -4.1404 3.2686 -2.7950
H -1.9785 4.4838 -2.4402
H 0.0084 3.1717 -1.6986
H 4.7698 -2.9191 -2.6736
H 6.7992 -1.4479 -2.3678
H 6.4970 0.7386 -1.1792
H 4.2108 1.3607 -0.3992
S 2.0039 1.9211 1.0681
C 0.9700 2.9701 2.0371
C 1.4139 4.2330 2.4478
C 0.6343 5.0428 3.2509
C -0.6210 4.6238 3.6802
C -1.0862 3.3785 3.2826
C -0.3068 2.5639 2.4716
As -0.8984 0.8875 1.7228
C -0.1511 -0.4370 2.9490
C 0.8079 -0.1198 3.9025
C 1.3751 -1.1225 4.6749
C 0.9966 -2.4458 4.4949
C 0.0518 -2.7670 3.5329
C -0.5191 -1.7655 2.7600
C -2.7805 0.8421 2.2591
C -3.6627 1.5967 1.4925
C -5.0189 1.6106 1.7788
C -5.5149 0.8575 2.8328
C -4.6457 0.0967 3.5981
C -3.2861 0.0909 3.3150
H 2.3914 4.5692 2.1256
H 1.0128 6.0143 3.5475
H -1.2270 5.2598 4.3137
H -2.0641 3.0359 3.6021
H 1.1240 0.9085 4.0318
H 2.1272 -0.8666 5.4117
H 1.4519 -3.2247 5.0935
H -0.2332 -3.7971 3.3604
H -1.2379 -2.0367 1.9896
H -3.2979 2.1825 0.6522
H -5.6897 2.2022 1.1686
H -6.5751 0.8588 3.0521
H -5.0226 -0.4985 4.4205
H -2.6188 -0.5077 3.9216
C 3.5750 1.6501 -4.6332
O 2.5991 0.6937 -5.0507
C 1.7091 0.3516 -4.0957
O 1.6719 0.8719 -3.0024
N 0.8850 -0.6317 -4.5329
N 0.0939 -1.2634 -3.5724
H 4.0817 1.9636 -5.5419
H 4.2790 1.1834 -3.9428
H 3.0978 2.4975 -4.1423
H 1.1933 -1.1398 -5.3484
H 0.4746 -2.1859 -3.3637
H -0.8685 -1.3236 -3.8796
```

Results
- Total energy: -5408.613688 hartree
- Charge: -1

Atomic partial charges in e from the Mulliken method, atoms 1 to 8: Ca 1.093; O -0.765; C -0.220; N -0.384; C 0.784; C -0.101; C -0.717; C -0.769

***

No. 2
# C18H23Cl3N2O3PdS2Si

C18H23Cl3N2O3PdS2Si as an isolated structure at a distorted geometry (ωB97M-V with the def2-TZVPD basis set, the OMol25 dataset).

```
53
Properties=species:S:1:pos:R:3
Pd 0.1773 -0.1355 1.5757
C 3.7083 0.1331 3.9591
C 2.6509 0.0785 2.9101
N 1.5341 -0.5589 3.0128
O 1.1556 -1.2783 4.1078
C 2.8608 0.7150 1.6146
C 4.1334 1.3285 1.1322
N 1.8495 0.6323 0.7809
O 1.7998 0.9936 -0.3752
H 3.3956 -0.2437 4.9299
H 4.0305 1.1669 4.0861
H 4.5784 -0.4458 3.6431
H 1.6963 -1.0180 4.8714
H 4.9451 1.1693 1.8364
H 4.0021 2.4018 0.9809
H 4.4130 0.8977 0.1701
O -0.9562 0.6761 0.0733
S -0.7452 0.1671 -1.3835
C -2.2726 -0.6328 -1.7754
C -2.2004 -1.7409 -2.6069
C -3.3795 -2.3782 -2.9700
C -4.5924 -1.9127 -2.4853
C -4.6441 -0.8057 -1.6419
C -3.4796 -0.1509 -1.2830
C -0.8203 1.6459 -2.3555
C -0.4186 1.5325 -3.6785
C -0.4973 2.6520 -4.4916
C -0.9580 3.8551 -3.9728
C -1.3423 3.9492 -2.6417
C -1.2780 2.8369 -1.8159
H -1.2442 -2.1033 -2.9645
H -3.3475 -3.2391 -3.6234
H -5.5089 -2.4145 -2.7649
H -5.5972 -0.4479 -1.2768
H -3.5048 0.7216 -0.6429
H -0.0499 0.5925 -4.0717
H -0.1921 2.5861 -5.5267
H -1.0134 4.7272 -4.6100
H -1.6971 4.8911 -2.2460
H -1.5720 2.8932 -0.7773
C -0.0215 -3.6066 1.8134
S 0.4163 -2.4920 0.4642
C 2.1889 -2.7892 0.3394
H 0.5478 -3.3793 2.7119
H 0.1660 -4.6297 1.4939
H -1.0862 -3.4885 2.0052
H 2.3549 -3.8104 0.0033
H 2.6779 -2.6313 1.2998
H 2.5867 -2.1013 -0.4052
Cl -1.5796 3.0344 2.2667
Si -1.0203 1.2621 2.9630
Cl -0.6299 1.2572 4.9170
Cl -2.2199 -0.3626 2.4244
```

Results
- Total energy: -3628.704687 hartree
- Charge: +2

Atomic partial charges in e from the natural (NBO) method, atoms 1 to 8: Pd 0.785; C -0.690; C 0.287; N -0.159; O -0.502; C 0.074; C -0.660; N 0.126

***

No. 3
# C22H51N6O10V

C22H51N6O10V as an isolated structure at a distorted geometry (ωB97M-V with the def2-TZVPD basis set, the OMol25 dataset).

```
90
Properties=species:S:1:pos:R:3
V -0.5106 -2.6586 0.7077
C 0.1451 1.2769 0.5815
C -0.8405 0.4103 -0.2078
C -1.1540 0.9982 -1.5689
O -0.5182 -0.9239 -0.1836
H -0.2195 2.2789 0.7987
H 1.0865 1.2217 0.0292
H 0.3464 0.8448 1.5677
H -1.7527 0.4255 0.4381
H -0.2499 1.0091 -2.1834
H -1.5888 1.9768 -1.3852
H -1.8418 0.3894 -2.1587
C -0.1770 3.3412 -7.7853
O -0.7131 3.5810 -6.4862
C -2.0202 3.3686 -6.3516
O -2.7640 3.0086 -7.2060
O -2.4466 3.6407 -5.1005
C -1.5190 3.6332 -4.0353
H -0.5139 2.3724 -8.1564
H 0.8980 3.3267 -7.6604
H -0.5290 4.1048 -8.4733
H -0.7414 2.8670 -4.0532
H -2.1519 3.4541 -3.1659
H -1.0141 4.5959 -3.9469
C 3.9075 0.2048 0.6449
C 4.5798 0.9968 1.7423
O 5.6443 1.5428 1.5554
N 3.9470 1.0117 2.9498
C 4.4214 1.7959 4.0632
H 2.8513 -0.0124 0.8586
H 4.4334 -0.7348 0.4681
H 3.9230 0.7588 -0.2917
H 3.1809 0.3849 3.1020
H 3.8025 1.5256 4.9274
H 4.3694 2.8650 3.8844
H 5.4282 1.5302 4.3919
C 2.9907 -5.0555 -0.3412
C 2.4293 -3.6775 -0.6037
O 1.3782 -3.2785 -0.0567
N 3.0049 -2.9797 -1.5626
C 2.5354 -1.6934 -2.0744
H 2.3473 -5.5681 0.3682
H 4.0027 -4.9935 0.0572
H 2.9941 -5.6352 -1.2625
H 3.7846 -3.4083 -2.0374
H 1.6440 -1.4345 -1.5079
H 2.2538 -1.8051 -3.1193
H 3.3145 -0.9467 -1.9572
C -4.3173 -4.6721 0.6544
C -3.7492 -3.4522 0.0054
O -2.5621 -3.1001 0.1705
N -4.5600 -2.7279 -0.7568
C -4.0408 -1.6199 -1.5579
H -3.8236 -5.5516 0.2304
H -5.3722 -4.7697 0.4153
H -4.0803 -4.6916 1.7151
H -5.5199 -3.0057 -0.8684
H -3.1925 -1.9293 -2.1604
H -3.8951 -0.7598 -0.9096
H -4.7962 -1.3439 -2.2968
C -2.7165 -1.8965 4.3678
C -2.7036 -1.4143 2.9502
O -1.7347 -1.6594 2.2004
N -3.6827 -0.5998 2.5366
C -5.0136 -0.4545 3.1284
H -3.7355 -2.0324 4.7163
H -2.2042 -1.1812 5.0159
H -2.1137 -2.7979 4.4516
H -3.5410 -0.2219 1.6127
H -4.9537 -0.1650 4.1761
H -5.6220 -1.3540 3.0263
H -5.5554 0.3514 2.6387
O 0.8689 -2.0088 2.1845
C 1.6400 -1.6440 3.0778
N 1.2952 -0.6420 3.9032
C 2.9581 -2.3060 3.2942
H 0.4379 -0.1490 3.7056
H 1.8236 -0.3700 4.7147
H 3.4721 -1.9963 4.2012
H 3.6000 -1.9841 2.4633
H 2.8960 -3.3879 3.2304
O 0.1870 4.6612 0.8150
C 0.8835 4.9325 -0.1556
N 0.3651 4.7627 -1.4337
C 2.2674 5.5171 -0.0325
H 1.0191 4.7290 -2.2002
H -0.3532 4.0549 -1.4185
H 2.9651 4.6800 -0.0210
H 2.3396 6.0911 0.8823
H 2.4430 6.1724 -0.8861
```

Results
- Multiplicity: 3
- Total energy: -2893.441984 hartree
- Charge: +2

Atomic partial charges in e from the Mulliken method, atoms 1 to 8: V 1.274; C -0.986; C 1.527; C -1.485; O -0.042; H 0.466; H 0.292; H -0.246

***

No. 4
# C20H17BN6O3S

C20H17BN6O3S as an isolated structure at a distorted geometry (ωB97M-V with the def2-TZVPD basis set, the OMol25 dataset).

```
48
Properties=species:S:1:pos:R:3
O -1.6806 0.4089 0.7700
N -7.8372 2.2384 -4.5520
N -8.3112 1.0833 -4.6023
N -6.6930 2.7609 -4.1794
N 2.4570 -0.8562 0.3607
O 5.3793 -4.3771 2.4485
O 4.4475 -3.2681 0.7018
S 4.9488 0.0344 0.3786
B 4.4045 -3.4876 2.0437
C -0.8924 0.8368 -0.0471
C -6.1522 1.5561 -3.8371
C 1.1426 -0.6441 0.3457
C 3.2208 0.2474 0.3370
C 2.7242 1.5336 0.1284
C 1.5292 -1.9637 3.8811
C 1.8792 -0.6032 3.8945
C 2.4139 -2.9058 3.4560
C 1.3885 1.6913 0.0861
C -4.7020 0.6863 -2.0005
C -3.9612 2.5195 -3.4827
C -3.5153 0.7758 -1.2674
C -2.7375 2.4839 -2.8152
C 3.0324 -0.1559 3.2525
C 3.6238 -2.4684 2.8634
C 0.5659 0.6137 0.1371
C -4.8774 1.5643 -3.1102
C -2.5139 1.6410 -1.7036
C 3.9746 -1.1124 2.7894
N -7.2322 0.6207 -3.9697
N -1.2467 1.6307 -1.1466
C 5.1097 -0.7573 1.9397
H 5.6867 -4.7850 1.5816
H 3.8011 -2.4901 0.6082
H 0.5809 -1.4231 0.6716
H 3.3434 2.3483 -0.1931
H 0.6513 -2.2250 4.4615
H 1.0365 0.0594 4.1635
H 2.1283 -3.9591 3.5818
H 0.9015 2.6681 -0.1758
H -5.5185 0.0663 -1.6076
H -4.1618 3.0879 -4.4283
H -3.3578 0.2449 -0.3748
H -2.0369 3.2670 -3.0582
H 3.3063 0.8414 3.2266
H -7.1127 -0.3679 -4.2175
H -0.5624 2.0816 -1.6951
H 5.6521 -1.6242 1.8253
H 5.7730 -0.1178 2.5299
```

Results
- Total energy: -1749.568726 hartree

Atomic partial charges in e from the natural (NBO) method, atoms 1 to 8: O -0.568; N -0.127; N -0.008; N -0.233; N -0.448; O -0.872; O -0.911; S 0.293

***

No. 5
# CH2N4O2

One molecule with the formula CH2N4O2 at a distorted geometry (ωB97M-V with the def2-TZVPD basis set, the OMol25 dataset).

```
9
Properties=species:S:1:pos:R:3
N 2.0173 -2.6237 -1.5876
C 1.2098 -1.9884 -1.0968
N 0.3207 -1.3129 -0.1114
N 0.2908 0.1176 -0.1714
N -0.6985 -2.1038 0.3786
O -0.6019 -3.3053 0.3210
O -1.6073 -1.4709 0.8946
H -0.6632 0.4304 -0.0222
H 0.9792 0.3469 0.5211
```

Results
- SMILES: N#CN(N)[N+](=O)[O-]
- Total energy: -408.612306 hartree

Atomic partial charges in e from the natural (NBO) method, atoms 1 to 8: N -0.280; C 0.390; N -0.177; N -0.607; N 0.631; O -0.339; O -0.400; H 0.402

***

No. 6
# C5H6N2OS

C5H6N2OS as an isolated structure at a distorted geometry (ωB97M-V with the def2-TZVPD basis set, the OMol25 dataset).

```
15
Properties=species:S:1:pos:R:3
C 0.9506 2.0082 -0.0192
C -0.1777 0.2471 0.0627
C 1.1574 -0.1219 -0.1262
C -1.8815 -0.8399 0.1102
C 1.8011 -1.4726 -0.0970
N 1.7999 1.0889 -0.2065
N -0.2856 1.6292 0.1190
O -4.3873 -0.7103 0.2465
S -3.1969 0.0731 -0.0300
H 1.2301 3.1317 -0.0769
H -1.6513 -1.8147 0.1763
H 1.7358 -2.1215 -1.1121
H 2.7241 -1.2894 0.2520
H 1.2492 -2.1045 0.5940
H -1.0680 2.2966 0.1073
```

Results
- Total energy: -776.909984 hartree

Atomic partial charges in e from the natural (NBO) method, atoms 1 to 8: C 0.197; C 0.155; C 0.047; C -0.499; C -0.620; N -0.464; N -0.577; O -0.907

***

No. 7
# CBr4O

CBr4O as an isolated structure at a distorted geometry (ωB97M-V with the def2-TZVPD basis set, the OMol25 dataset).

```
6
Properties=species:S:1:pos:R:3
C 0.5694 0.0627 -0.3182
O -0.9742 0.6113 0.7800
Br -0.0402 -1.1346 -1.5049
Br 1.0553 1.7852 -0.9983
Br 1.4998 -0.5918 1.0876
Br -2.1102 -0.7329 0.9539
```

Results
- Total energy: -10409.260913 hartree

How positive or negative is each atom? The natural (NBO) charges in e answer that: C -0.309; O -0.713; Br 0.276; Br 0.190; Br 0.244; Br 0.311